Entry 1:
{
  "formula": "C29H23BrN6NaO6S2",
  "method": "ωB97M-V/def2-TZVPD",
  "gap_ev": 7.33,
  "homo_ev": -5.31,
  "largest_force_ev_per_a": 0.15,
  "total_charge": -1,
  "total_energy_ev": -147807.6070,
  "relative_energy_kj_mol": 30.2,
  "symbols": ["Na", "C", "O", "C", "C", "C", "Br", "C", "C", "C", "O", "C", "N", "C", "C", "C", "C", "C", "C", "N", "H", "H", "H", "H", "H", "H", "H", "H", "H", "H", "H", "O", "C", "O", "C", "C", "C", "C", "C", "N", "H", "H", "H", "H", "N", "C", "C", "C", "C", "C", "C", "S", "O", "O", "N", "C", "S", "C", "C", "N", "H", "H", "H", "H", "H", "H", "H", "H"],
  "coordinates": [[-0.246, -1.366, -0.040], [4.132, -0.523, -2.380], [3.430, -0.672, -1.163], [3.455, 0.355, -0.273], [4.180, 1.518, -0.428], [4.101, 2.483, 0.570], [5.084, 4.094, 0.351], [3.330, 2.301, 1.690], [2.586, 1.124, 1.839], [2.647, 0.147, 0.858], [1.948, -1.009, 0.982], [1.779, 0.986, 3.066], [2.201, 1.403, 4.236], [1.141, 1.167, 5.092], [1.016, 1.409, 6.461], [-0.183, 1.090, 7.066], [-1.252, 0.540, 6.334], [-1.146, 0.287, 4.980], [0.071, 0.604, 4.383], [0.513, 0.486, 3.088], [5.207, -0.422, -2.206], [3.773, 0.348, -2.936], [3.933, -1.427, -2.949], [4.792, 1.685, -1.302], [3.278, 3.046, 2.470], [2.080, -1.596, 0.203], [1.838, 1.839, 7.020], [-0.312, 1.269, 8.126], [-2.179, 0.314, 6.845], [-1.963, -0.122, 4.401], [-0.082, 0.201, 2.301], [-3.000, 1.584, 1.072], [-1.944, 1.004, 0.828], [-1.531, -0.108, 1.290], [-0.992, 1.697, -0.158], [-1.068, 3.073, -0.341], [-0.179, 3.682, -1.208], [0.730, 2.893, -1.898], [0.713, 1.528, -1.677], [-0.111, 0.937, -0.813], [-1.819, 3.622, 0.209], [-0.196, 4.755, -1.350], [1.441, 3.322, -2.592], [1.392, 0.871, -2.211], [-6.099, 0.840, -2.926], [-5.128, -0.164, -2.826], [-5.065, -1.188, -3.771], [-4.080, -2.157, -3.692], [-3.137, -2.115, -2.673], [-3.191, -1.092, -1.738], [-4.175, -0.121, -1.811], [-2.002, -3.474, -2.583], [-1.635, -3.822, -3.944], [-2.653, -4.515, -1.824], [-0.775, -2.844, -1.781], [0.465, -3.336, -1.923], [1.014, -4.441, -3.176], [2.605, -4.406, -2.495], [2.627, -3.586, -1.427], [1.440, -2.978, -1.092], [-6.960, 0.543, -3.357], [-6.267, 1.330, -2.061], [-5.791, -1.221, -4.575], [-4.030, -2.949, -4.427], [-2.465, -1.015, -0.946], [-4.197, 0.666, -1.066], [3.414, -4.989, -2.902], [3.500, -3.387, -0.821]],
  "lowdin_charge": [0.37, -0.06, -0.11, -0.22, -0.07, -0.68, 0.71, -0.07, -0.06, -0.18, 0.06, -0.26, 0.17, -0.23, -0.03, -0.12, -0.11, -0.01, -0.18, 0.20, 0.10, 0.09, 0.09, 0.10, 0.11, 0.07, 0.10, 0.09, 0.09, 0.11, 0.11, 0.02, -0.63, -0.10, -0.17, 0.00, -0.06, -0.06, -0.12, 0.12, 0.12, 0.10, 0.10, 0.11, 0.08, -0.32, -0.04, -0.06, -0.27, -0.04, -0.01, 0.57, -0.38, -0.31, -0.17, -0.68, 1.04, -0.43, -0.29, -0.01, 0.08, 0.08, 0.11, 0.11, 0.08, 0.11, 0.05, 0.11]
}

=====

Entry 2:
{
  "formula": "C29H23F6N7O9S3Ta",
  "method": "ωB97M-V/def2-TZVPD",
  "gap_ev": 7.83,
  "homo_ev": -11.39,
  "largest_force_ev_per_a": 2.33,
  "total_charge": 1,
  "total_energy_ev": -109662.4442,
  "relative_energy_kj_mol": 0.0,
  "symbols": ["Ta", "O", "C", "C", "C", "C", "C", "C", "C", "N", "C", "C", "N", "H", "H", "H", "H", "H", "H", "H", "C", "C", "C", "C", "C", "C", "C", "S", "O", "O", "N", "C", "C", "C", "C", "C", "N", "H", "H", "H", "H", "H", "H", "H", "H", "H", "H", "H", "O", "N", "N", "O", "C", "C", "C", "C", "C", "C", "H", "H", "H", "H", "H", "F", "C", "F", "F", "S", "O", "O", "N", "S", "O", "O", "C", "F", "F", "F"],
  "coordinates": [[0.392, 0.021, -0.280], [0.765, 1.730, 0.194], [0.543, 3.049, 0.379], [1.598, 3.926, 0.537], [1.298, 5.267, 0.710], [-0.025, 5.699, 0.723], [-1.060, 4.797, 0.563], [-0.785, 3.440, 0.392], [-1.819, 2.430, 0.174], [-1.683, 1.138, -0.159], [-2.972, 0.661, -0.355], [-3.867, 1.640, -0.105], [-3.125, 2.743, 0.230], [2.612, 3.553, 0.523], [2.101, 5.981, 0.833], [-0.247, 6.749, 0.853], [-2.078, 5.167, 0.560], [-3.175, -0.338, -0.680], [-4.941, 1.654, -0.142], [-3.492, 3.643, 0.487], [4.338, -4.919, 3.554], [3.370, -3.775, 3.452], [3.823, -2.462, 3.378], [2.937, -1.400, 3.287], [1.573, -1.656, 3.282], [1.093, -2.958, 3.385], [1.993, -4.005, 3.460], [0.472, -0.299, 3.075], [-0.562, -0.354, 4.063], [1.254, 0.883, 2.892], [-0.239, -0.584, 1.601], [-1.268, -1.489, 1.383], [-2.147, -2.111, 2.264], [-3.056, -2.992, 1.707], [-3.080, -3.228, 0.332], [-2.199, -2.531, -0.468], [-1.330, -1.673, 0.063], [5.263, -4.700, 3.020], [3.913, -5.836, 3.146], [4.596, -5.108, 4.598], [4.888, -2.264, 3.380], [3.292, -0.383, 3.201], [0.031, -3.159, 3.414], [1.624, -5.021, 3.531], [-2.117, -1.898, 3.321], [-3.761, -3.502, 2.352], [-3.778, -3.924, -0.109], [-2.185, -2.635, -1.547], [2.362, -0.188, 0.246], [3.015, -1.320, 0.301], [2.286, -2.262, -0.075], [1.065, -2.023, -0.450], [2.790, -3.613, -0.155], [1.866, -4.639, -0.208], [2.341, -5.941, -0.249], [3.707, -6.186, -0.235], [4.611, -5.132, -0.185], [4.159, -3.823, -0.144], [0.808, -4.420, -0.213], [1.641, -6.764, -0.293], [4.072, -7.204, -0.272], [5.675, -5.326, -0.187], [4.847, -2.991, -0.111], [1.074, -3.061, -3.169], [1.467, -1.875, -3.606], [2.456, -1.426, -2.836], [1.889, -1.966, -4.853], [0.015, -0.713, -3.607], [-0.291, -0.443, -2.152], [-1.024, -1.435, -4.244], [0.475, 0.562, -4.333], [1.316, 1.702, -3.587], [2.325, 2.236, -4.425], [1.657, 1.309, -2.231], [0.056, 3.034, -3.430], [0.617, 4.067, -2.814], [-0.368, 3.393, -4.627], [-0.983, 2.609, -2.704]],
  "lowdin_charge": [1.97, -0.27, -0.27, 0.03, -0.04, -0.05, -0.01, -0.08, -0.23, 0.02, -0.09, -0.03, 0.14, 0.14, 0.12, 0.11, 0.11, 0.10, 0.13, 0.16, -0.04, -0.26, -0.02, -0.06, -0.28, -0.04, -0.03, 0.64, -0.26, -0.28, -0.23, -0.38, 0.01, -0.02, -0.04, -0.11, -0.02, 0.08, 0.08, 0.09, 0.12, 0.12, 0.11, 0.12, 0.11, 0.12, 0.11, 0.13, -0.21, 0.10, -0.16, -0.19, -0.17, 0.00, -0.05, -0.06, -0.06, 0.00, 0.12, 0.11, 0.11, 0.12, 0.12, 0.16, -0.67, 0.15, 0.18, 0.68, -0.47, -0.20, -0.26, 0.65, -0.20, -0.35, -0.67, 0.17, 0.18, 0.14]
}

=====

Entry 3:
{
  "formula": "C29H23IrN3O9S",
  "method": "ωB97M-V/def2-TZVPD",
  "gap_ev": 4.80,
  "homo_ev": -9.59,
  "largest_force_ev_per_a": 1.55,
  "total_charge": 1,
  "total_energy_ev": -67011.5508,
  "relative_energy_kj_mol": 174.5,
  "symbols": ["Ir", "O", "C", "O", "C", "C", "C", "C", "C", "N", "C", "O", "O", "H", "H", "H", "H", "H", "O", "S", "O", "N", "C", "O", "C", "C", "C", "C", "C", "C", "H", "H", "H", "H", "C", "C", "C", "C", "C", "C", "N", "C", "C", "C", "C", "C", "C", "C", "O", "O", "C", "C", "H", "H", "H", "H", "H", "H", "H", "H", "H", "H", "H", "H", "H", "H"],
  "coordinates": [[-0.524, -0.397, -0.599], [0.029, -4.470, 0.465], [0.210, -3.218, 0.139], [-0.527, -2.590, -0.607], [1.443, -2.572, 0.670], [2.499, -3.212, 1.297], [3.650, -2.470, 1.525], [3.726, -1.159, 1.070], [2.612, -0.608, 0.455], [1.489, -1.296, 0.318], [2.516, 0.707, -0.274], [3.470, 1.605, -0.194], [1.545, 0.890, -0.969], [-0.767, -4.821, 0.030], [2.427, -4.255, 1.572], [4.504, -2.925, 2.007], [4.653, -0.611, 1.171], [4.154, 1.388, 0.453], [1.570, 5.129, 0.041], [0.309, 4.737, 0.587], [-0.633, 5.723, 1.008], [-0.415, 3.660, -0.449], [-0.474, 2.491, 0.071], [-0.988, 1.516, -0.646], [0.040, 2.342, 1.475], [0.031, 1.269, 2.355], [0.601, 1.436, 3.613], [1.155, 2.653, 3.996], [1.128, 3.743, 3.132], [0.564, 3.554, 1.889], [-0.448, 0.332, 2.106], [0.587, 0.614, 4.318], [1.582, 2.761, 4.984], [1.523, 4.706, 3.425], [-2.483, 6.067, -1.910], [-3.290, 5.127, -1.058], [-3.742, 5.548, 0.188], [-4.429, 4.683, 1.020], [-4.660, 3.375, 0.626], [-4.225, 2.951, -0.624], [-4.338, 1.592, -1.024], [-4.960, 0.613, -0.281], [-6.288, 0.748, 0.146], [-6.876, -0.208, 0.944], [-6.170, -1.335, 1.378], [-4.862, -1.488, 0.991], [-4.263, -0.538, 0.151], [-2.868, -0.655, -0.171], [-1.924, -0.857, 0.698], [-2.360, -0.471, -1.333], [-3.554, 3.822, -1.486], [-3.065, 3.327, -2.821], [-2.354, 7.022, -1.405], [-2.955, 6.259, -2.875], [-1.491, 5.652, -2.104], [-3.528, 6.558, 0.515], [-4.764, 5.014, 1.994], [-5.143, 2.689, 1.307], [-3.612, 1.284, -1.648], [-6.845, 1.616, -0.177], [-7.911, -0.084, 1.235], [-6.647, -2.072, 2.008], [-4.285, -2.343, 1.321], [-3.801, 2.676, -3.300], [-2.128, 2.770, -2.715], [-2.874, 4.149, -3.505]],
  "lowdin_charge": [1.54, 0.21, -0.41, 0.01, -0.14, 0.06, 0.02, 0.05, -0.14, 0.09, -0.43, 0.22, 0.06, 0.17, 0.14, 0.13, 0.13, 0.13, -0.27, 0.65, -0.26, 0.06, -0.44, -0.19, -0.13, -0.03, -0.06, -0.05, -0.01, -0.20, 0.08, 0.11, 0.11, 0.13, -0.05, -0.24, -0.06, -0.07, -0.03, -0.19, 0.11, -0.18, -0.01, -0.04, -0.07, -0.01, -0.08, -0.48, -0.08, -0.06, -0.18, -0.03, 0.08, 0.08, 0.08, 0.11, 0.11, 0.10, 0.10, 0.13, 0.12, 0.11, 0.12, 0.09, 0.08, 0.07]
}